# 1
Computed, not measured: a 2-piece molecular cluster, C4H9O2 overall at a distorted geometry, with ωB97M-V/def2-TZVPD.

Results
Net charge = -1
2S+1 = 1
Molar mass = 89.11 g mol⁻¹
Gap between HOMO and LUMO = 0.291 hartree
LUMO level = 4.2328 eV

Positions of all 15 atoms, in Å:
C1 1.00756 -1.32100 0.93596
C2 1.85046 -1.70040 -0.25827
H1 -0.04223 -1.51223 0.70802
H2 1.12757 -1.98579 1.80067
H3 1.26576 -0.33329 1.30968
H4 1.56840 -1.07081 -1.10860
H5 2.90742 -1.54873 -0.01929
H6 1.68677 -2.71611 -0.61559
C3 -1.65126 2.42511 -0.43277
C4 -1.60865 0.88517 -0.22300
O1 -1.71908 0.34184 0.88606
O2 -1.43182 0.28784 -1.34048
H7 -2.24185 2.55183 -1.34027
H8 -0.66687 2.76851 -0.75259
H9 -2.05218 2.92806 0.45047

=====

# 2
Computed, not measured: one molecule with the formula C6H9IO at a distorted geometry, with ωB97M-V/def2-TZVPD.

Results
Net charge = 0
2S+1 = 1
SMILES string = CO/C=C/[C@@H]1C[C@H]1I
Molar mass = 224.04 g mol⁻¹
Gap between HOMO and LUMO = 0.326 hartree
LUMO level = 0.6343 eV

Positions of all 17 atoms, in Å:
C1 -1.99645 1.15788 -2.19409
O1 -2.08435 -0.21416 -1.77506
C2 -1.14285 -0.84489 -0.90659
C3 -0.12896 -0.11166 -0.27223
C4 0.79716 -0.70606 0.71824
C5 0.98131 -0.28906 2.16603
C6 2.25082 -0.06674 1.29646
I1 3.93557 -1.22767 1.61142
H1 -1.51854 1.84065 -1.47735
H2 -2.97738 1.27383 -2.51008
H3 -1.20680 1.35205 -2.99303
H4 -1.41514 -1.85653 -0.66005
H5 -0.25794 0.95818 -0.35029
H6 0.80633 -1.77532 0.76497
H7 0.57677 0.65499 2.56481
H8 0.91165 -1.12961 2.94416
H9 2.46882 0.98411 1.07268

=====

# 3
Computed, not measured: one molecule with the formula C3H6N2OS at a distorted geometry, with ωB97M-V/def2-TZVPD.

Results
⟨S²⟩ = 2.004
Net charge = 0
2S+1 = 3
Molar mass = 118.16 g mol⁻¹
Gap between HOMO and LUMO (spin up / spin down) = 0.184 / 0.239 hartree
LUMO level (spin up / spin down) = 0.6877 / -2.8142 eV

Positions of all 13 atoms, in Å:
C1 -0.34713 0.98511 -0.04366
C2 1.24719 1.33058 0.21921
C3 0.64372 -1.21039 0.02491
N1 -0.48517 -0.34234 -0.14247
N2 -1.71821 -0.95019 -0.44698
O1 -1.22066 1.80790 -0.12722
S1 2.12590 -0.17759 -0.22300
H1 1.56186 2.15350 -0.41210
H2 1.37323 1.57243 1.27321
H3 0.65950 -1.64662 1.03150
H4 0.64114 -2.00210 -0.72548
H5 -2.32302 -0.22779 -0.83820
H6 -2.15838 -1.29250 0.41029

=====

# 4
Computed, not measured: one molecule with the formula C25H37N7O3 at a distorted geometry, with ωB97M-V/def2-TZVPD.

Results
Net charge = 0
2S+1 = 1
SMILES string = CCOc1ccc2[nH]c(=O)c(CN(CCN3CCOCC3)Cc3nnnn3C(C)(C)CC)cc2c1
Molar mass = 483.62 g mol⁻¹
Gap between HOMO and LUMO = 0.301 hartree
LUMO level = 0.3702 eV

Positions of all 72 atoms, in Å:
C1 -5.92163 -1.44760 -1.07851
C2 -6.57225 -0.16308 -0.57295
O1 -6.01350 0.99749 -1.15471
C3 -4.79113 1.43536 -0.74726
C4 -4.27911 2.52152 -1.47892
C5 -3.06606 3.07915 -1.16453
C6 -2.31701 2.56814 -0.10215
N1 -1.10931 3.10732 0.24918
C7 -0.28653 2.64564 1.24296
O2 0.78554 3.20124 1.45663
C8 -0.79153 1.49472 1.98362
C9 0.12288 0.91503 3.03462
N2 1.07896 -0.06490 2.56226
C10 0.69745 -1.45420 2.54164
C11 -0.31403 -1.92888 1.47135
N3 0.16933 -3.13191 0.80276
C12 -0.90552 -3.90943 0.21062
C13 -0.32266 -5.19802 -0.37047
O3 0.65417 -4.93060 -1.34811
C14 1.68438 -4.13832 -0.80778
C15 1.14263 -2.83012 -0.23395
C16 2.07809 0.40761 1.64841
C17 1.66356 0.70089 0.23798
N4 0.49014 0.42363 -0.28829
N5 0.49847 0.89446 -1.52725
N6 1.60704 1.43944 -1.79299
N7 2.39228 1.33995 -0.71552
C18 3.70627 1.97102 -0.73106
C19 3.51634 3.42328 -0.27658
C20 4.68789 1.24805 0.19118
C21 4.22198 1.94856 -2.18253
C22 4.47656 0.55054 -2.73595
C23 -2.00514 0.97520 1.69627
C24 -2.81424 1.48305 0.63762
C25 -4.05560 0.92585 0.30448
H1 -6.41442 -2.30785 -0.63367
H2 -4.86454 -1.47429 -0.82606
H3 -6.01572 -1.50608 -2.15978
H4 -6.52836 -0.10618 0.52202
H5 -7.62311 -0.13617 -0.87473
H6 -4.87056 2.90145 -2.29646
H7 -2.68230 3.90931 -1.73857
H8 -0.75281 3.88097 -0.30017
H9 -0.47034 0.44184 3.81991
H10 0.69701 1.74259 3.47034
H11 1.61274 -2.04114 2.42369
H12 0.30054 -1.68249 3.53565
H13 -0.49547 -1.11997 0.75204
H14 -1.26091 -2.18161 1.95290
H15 -1.63205 -4.16202 0.98637
H16 -1.41824 -3.34932 -0.59181
H17 -1.09798 -5.78562 -0.86537
H18 0.12090 -5.78814 0.44627
H19 2.38175 -3.94475 -1.62514
H20 2.19995 -4.69401 -0.00870
H21 1.96526 -2.25846 0.19847
H22 0.68871 -2.23410 -1.04491
H23 2.88772 -0.33158 1.63103
H24 2.46804 1.34471 2.06326
H25 2.98556 3.98658 -1.04088
H26 2.92917 3.46583 0.63856
H27 4.48180 3.89043 -0.10365
H28 4.62072 0.16958 0.07244
H29 5.69866 1.55652 -0.06506
H30 4.51486 1.50293 1.23210
H31 5.14561 2.52914 -2.21533
H32 3.48519 2.44420 -2.81509
H33 3.57333 -0.05288 -2.68681
H34 4.77292 0.62165 -3.77932
H35 5.26999 0.04243 -2.19360
H36 -2.37699 0.13303 2.26367
H37 -4.40540 0.09342 0.89438

=====

# 5
Computed, not measured: C20H23ClN2OPSc as an isolated structure at a distorted geometry, with ωB97M-V/def2-TZVPD.

Results
Net charge = +2
2S+1 = 1
Molar mass = 418.80 g mol⁻¹
Gap between HOMO and LUMO = 0.264 hartree
LUMO level = -7.2008 eV

Positions of all 49 atoms, in Å:
Sc1 0.69460 0.87041 -1.48552
Cl1 1.51761 0.90652 0.65816
P1 0.50188 -1.70098 -1.40035
C1 1.40498 -1.02698 -2.80227
C2 1.19844 -1.44893 -4.14080
C3 1.98247 -0.89416 -5.15363
C4 2.91667 0.11790 -4.89011
C5 3.04823 0.65968 -3.62786
C6 2.39192 0.03269 -2.55501
C7 1.81645 -2.70339 -0.55385
C8 1.42672 -3.20883 0.70520
C9 2.37630 -3.73831 1.58661
C10 3.70138 -3.86536 1.15344
C11 4.06495 -3.48308 -0.14051
C12 3.13454 -2.89767 -1.00079
C13 -0.69360 -2.96658 -1.97788
C14 -2.07619 -2.72185 -1.80730
C15 -3.00458 -3.68476 -2.18512
C16 -2.57556 -4.90211 -2.72310
C17 -1.21457 -5.11324 -2.94976
C18 -0.26481 -4.14986 -2.59948
H1 0.37094 -3.14525 0.97749
H2 2.08373 -4.05117 2.59468
H3 4.43849 -4.28998 1.83991
H4 5.08766 -3.65599 -0.48019
H5 3.42699 -2.63422 -2.02227
H6 0.41347 -2.18608 -4.38064
H7 1.89486 -1.25447 -6.19754
H8 3.57916 0.48222 -5.68590
H9 3.72894 1.49670 -3.41611
H10 2.72034 0.30811 -1.51727
H11 -2.39784 -1.78574 -1.33699
H12 -4.07359 -3.50107 -2.04406
H13 -3.32100 -5.67174 -2.96313
H14 -0.88293 -6.06049 -3.38354
H15 0.79871 -4.33718 -2.76440
H16 -0.93084 -0.55981 -6.85528
H17 -1.52146 -0.97163 -6.63960
C19 -2.13647 4.03669 -2.37776
N1 -2.86204 2.94722 -1.67536
C20 -2.25224 1.91738 -1.11250
N2 -2.79710 1.10965 -0.17325
O1 -1.05359 1.63731 -1.48041
H18 -1.07602 3.84395 -2.57549
H19 -2.20515 4.90546 -1.72435
H20 -2.59704 4.21328 -3.34223
H21 -3.81336 3.16608 -1.37552
H22 -2.19569 0.41634 0.25038
H23 -3.70369 1.25920 0.23627

=====

# 6
Computed, not measured: C34H25AuIN2P as an isolated structure, with ωB97M-V/def2-TZVPD.

Results
⟨S²⟩ = 2.018
Net charge = +2
2S+1 = 3
Molar mass = 816.43 g mol⁻¹
Gap between HOMO and LUMO (spin up / spin down) = 0.254 / 0.191 hartree
LUMO level (spin up / spin down) = -6.7939 / -8.8351 eV

Positions of all 64 atoms, in Å:
Au1 -0.46912 -0.34643 0.11054
C1 2.21052 4.27444 -2.46004
C2 1.33531 4.94221 -1.60431
C3 0.60618 4.23889 -0.66573
C4 0.77473 2.85904 -0.60132
C5 1.62992 2.17938 -1.45193
C6 2.35922 2.89717 -2.38451
N1 0.06405 2.07985 0.36330
N2 -0.46165 2.51414 1.35237
C7 -1.21156 1.68234 2.17896
C8 -1.79195 2.22836 3.31634
C9 -2.56005 1.41443 4.13435
C10 -2.73259 0.07824 3.80477
C11 -2.14200 -0.46972 2.65923
C12 -1.36926 0.32226 1.84245
H1 2.78165 4.83660 -3.18669
H2 1.22852 6.01627 -1.66692
H3 -0.07090 4.73671 0.01565
H4 1.73355 1.10298 -1.36530
H5 3.04641 2.38506 -3.04514
H6 -1.63412 3.27554 3.54113
H7 -3.01607 1.81956 5.02673
H8 -3.32385 -0.56157 4.44809
H9 -2.28086 -1.52215 2.44047
I1 0.75639 -2.22750 -1.49020
C13 -0.93827 -3.43540 -1.75688
C14 -0.70535 -4.74141 -1.43980
C15 -1.63423 -5.73190 -1.82137
C16 -2.70600 -5.37517 -2.57622
C17 -2.95253 -4.01919 -2.91484
C18 -4.04238 -3.70849 -3.76430
C19 -4.30598 -2.42603 -4.13744
C20 -3.54531 -1.38629 -3.57543
C21 -2.49933 -1.63102 -2.71331
P1 -2.04332 -0.11886 -1.82026
C22 -1.60509 1.13584 -3.02276
C23 -0.42262 0.97745 -3.75043
C24 -0.09614 1.88257 -4.74483
C25 -0.94168 2.95261 -5.01533
C26 -2.11837 3.11311 -4.29696
C27 -2.45601 2.20909 -3.30069
C28 -3.47447 0.37712 -0.86699
C29 -3.55784 1.67994 -0.36295
C30 -4.59414 2.02730 0.48425
C31 -5.53546 1.07348 0.85882
C32 -5.44152 -0.22719 0.38436
C33 -4.41392 -0.58061 -0.47574
C34 -2.10350 -2.98022 -2.43683
H10 0.20507 -5.03380 -0.93366
H11 -1.45212 -6.76482 -1.55765
H12 -3.39308 -6.12804 -2.94318
H13 -4.65304 -4.52447 -4.13283
H14 -5.11723 -2.19726 -4.81476
H15 -3.83568 -0.36386 -3.79031
H16 0.23615 0.14037 -3.55360
H17 0.81440 1.75107 -5.31504
H18 -0.68641 3.65881 -5.79494
H19 -2.78302 3.93771 -4.51877
H20 -3.38674 2.33228 -2.76427
H21 -2.81852 2.42382 -0.63936
H22 -4.67195 3.04129 0.85425
H23 -6.34585 1.34790 1.52123
H24 -6.17539 -0.96653 0.67701
H25 -4.35081 -1.59606 -0.84449

=====

# 7
Computed, not measured: C28H32As2N2O2PPd as an isolated structure, with ωB97M-V/def2-TZVPD.

Results
⟨S²⟩ = 2.010
Net charge = +1
2S+1 = 3
Molar mass = 715.81 g mol⁻¹
Gap between HOMO and LUMO (spin up / spin down) = 0.284 / 0.251 hartree
LUMO level (spin up / spin down) = -2.0963 / -4.5158 eV

Positions of all 68 atoms, in Å:
Pd1 0.34055 -0.39341 0.18068
N1 -0.28363 -0.65657 -2.11632
C1 -0.18274 -2.02434 -2.51857
C2 0.14341 -2.35927 -3.82609
C3 0.27329 -3.68973 -4.18844
C4 0.07588 -4.69988 -3.25441
C5 -0.24320 -4.36685 -1.95131
C6 -0.37896 -3.03216 -1.56733
P1 -0.64099 -2.54222 0.14398
C7 -2.34007 -2.86260 0.63598
C8 -2.86463 -2.12885 1.69599
C9 -4.14829 -2.37718 2.14786
C10 -4.92210 -3.35147 1.53202
C11 -4.40988 -4.07493 0.46479
C12 -3.12019 -3.83462 0.01894
C13 0.38375 -3.64102 1.14925
C14 1.77079 -3.50354 1.05368
C15 2.60928 -4.27336 1.84046
C16 2.06712 -5.18690 2.73581
C17 0.69122 -5.32856 2.83841
C18 -0.15243 -4.55827 2.04844
H1 0.08342 -0.03673 -2.82630
H2 -1.25086 -0.39727 -1.92713
H3 0.28814 -1.57768 -4.56104
H4 0.53079 -3.93919 -5.20880
H5 0.18455 -5.73596 -3.54105
H6 -0.35986 -5.14865 -1.20997
H7 -2.27594 -1.33823 2.14887
H8 -4.55362 -1.79776 2.96632
H9 -5.93030 -3.53644 1.87653
H10 -5.01835 -4.82317 -0.02449
H11 -2.73392 -4.39808 -0.82036
H12 2.20210 -2.78907 0.35683
H13 3.68163 -4.15071 1.75815
H14 2.71959 -5.79003 3.35331
H15 0.27042 -6.04316 3.53293
H16 -1.22521 -4.66842 2.14309
C19 0.17454 -1.34545 4.11622
As1 0.84857 -0.25191 2.66889
C20 0.63254 1.54517 3.36198
C21 2.76951 -0.55614 2.73316
C22 3.36514 -1.21070 3.80507
C23 4.72897 -1.46370 3.80624
C24 5.50950 -1.05466 2.73737
C25 4.92487 -0.39862 1.66264
C26 3.55716 -0.15308 1.64430
As2 2.69951 0.70828 0.11920
C27 3.81100 0.13244 -1.36695
C28 3.26670 2.55870 0.30162
H17 0.65218 -1.05374 5.05165
H18 0.36341 -2.39883 3.90973
H19 -0.89918 -1.18823 4.20806
H20 1.20041 1.66303 4.28390
H21 -0.42773 1.71561 3.54365
H22 0.96897 2.26374 2.61774
H23 2.77352 -1.54130 4.64879
H24 5.17917 -1.98147 4.64257
H25 6.57455 -1.24469 2.73556
H26 5.55724 -0.08686 0.84070
H27 4.85998 0.37065 -1.20134
H28 3.47226 0.64948 -2.26443
H29 3.69055 -0.94030 -1.50943
H30 4.32379 2.57284 0.56321
H31 2.68793 3.05764 1.07485
H32 3.11000 3.06884 -0.64716
O1 -2.64272 -0.12694 -0.73011
N2 -2.46262 0.83884 -0.01295
O2 -1.28475 1.00878 0.42976

=====

# 8
Computed, not measured: a 9-piece molecular cluster, C26H69NO9 overall at a distorted geometry, with ωB97M-V/def2-TZVPD.

Results
Net charge = 0
2S+1 = 1
SMILES string = CC1(C)CCCC(C)(C)N1O.CC(C)O.CCO.CCO.CCO.CCO.CCO.CCO.CCO
Molar mass = 539.84 g mol⁻¹
Gap between HOMO and LUMO = 0.352 hartree
LUMO level = 0.3447 eV

Positions of all 105 atoms, in Å:
C1 15.58010 7.60465 14.38027
C2 14.15916 8.18824 14.05258
C3 13.15820 7.01372 13.96710
C4 13.61731 9.17035 15.15666
C5 14.36964 10.47310 15.19612
C6 14.23952 11.08761 13.77259
C7 14.84970 10.26263 12.67388
C8 14.47508 10.75787 11.30960
C9 16.31851 10.16277 12.61157
N1 14.14844 8.94472 12.75720
O1 14.48921 8.01947 11.67141
H1 15.40342 6.73620 15.08357
H2 16.15366 7.32042 13.50821
H3 16.25753 8.20270 14.92256
H4 12.15279 7.40182 13.82024
H5 13.31174 6.30633 13.13078
H6 13.20483 6.33902 14.85615
H7 12.49757 9.32553 15.04754
H8 13.76238 8.63960 16.10744
H9 14.11477 11.19021 15.95390
H10 15.41606 10.30667 15.28687
H11 14.74986 12.05759 13.75703
H12 13.18463 11.40385 13.52143
H13 14.85567 11.72360 11.10454
H14 13.42915 10.96434 11.34480
H15 14.76074 10.02702 10.54909
H16 16.55208 9.39945 11.86662
H17 16.96908 9.94139 13.48131
H18 16.75362 11.12424 12.18323
H19 15.44040 8.00239 11.71841
C10 9.14872 12.62735 15.00343
C11 10.66416 12.39460 15.00777
C12 11.31341 13.19069 16.14033
O2 10.93486 10.99995 15.22830
H20 8.71223 13.58498 14.65270
H21 8.76518 12.34641 15.93246
H22 8.74439 11.88557 14.28300
H23 11.02234 12.62923 14.00260
H24 12.42944 13.13710 16.15366
H25 11.02482 12.76544 17.12253
H26 11.11936 14.27530 16.06340
H27 11.03468 10.59549 14.33421
C13 6.29945 7.83212 14.87646
C14 7.08499 6.88913 13.96378
O3 6.40271 6.80434 12.76159
H28 5.27382 7.45484 15.11496
H29 6.18334 8.84415 14.45482
H30 6.77192 8.03537 15.88531
H31 7.08940 5.87287 14.47319
H32 8.10923 7.22804 13.89249
H33 6.83170 6.35770 12.02587
C15 8.27972 17.57719 7.81801
C16 8.67857 16.11277 7.87978
O4 9.64813 15.84406 8.97109
H34 7.34328 17.75731 8.41532
H35 8.18192 17.85386 6.79961
H36 9.04420 18.20372 8.25738
H37 9.10002 15.88368 6.92962
H38 7.74751 15.45834 8.03352
H39 9.60081 14.89464 9.14522
C17 10.80839 12.68527 7.37410
C18 9.41192 12.42902 7.93278
O5 9.39683 13.00244 9.26296
H40 11.08447 12.18767 6.45744
H41 11.51902 12.43905 8.14417
H42 10.99613 13.73039 7.34809
H43 9.13694 11.41053 8.04984
H44 8.76195 12.95328 7.24710
H45 8.59695 12.89257 9.77065
C19 14.85792 11.82894 6.96141
C20 14.69266 10.79098 5.79291
O6 14.86136 9.47009 6.22163
H46 15.89957 12.03031 7.01615
H47 14.53485 11.36716 7.94497
H48 14.35216 12.79525 6.81479
H49 15.46889 11.06586 5.06686
H50 13.74747 10.85610 5.29188
H51 13.98046 9.28499 6.61450
C21 5.71137 9.76742 10.05462
C22 6.92430 10.61117 9.66480
O7 7.03739 11.68150 10.60277
H52 4.77751 10.24897 9.99146
H53 5.83602 9.48086 11.11447
H54 5.73879 8.85253 9.46348
H55 6.94900 10.96779 8.67737
H56 7.89854 10.09727 9.68956
H57 6.18522 12.10622 10.74870
C23 8.97403 9.53364 12.24934
C24 10.33138 8.87353 12.25268
O8 11.33255 9.71712 12.92505
H58 8.62193 9.82378 13.29040
H59 8.21708 8.87957 11.88439
H60 9.02647 10.48089 11.70308
H61 10.74684 8.72446 11.19800
H62 10.38803 7.95228 12.79560
H63 12.24410 9.39800 12.80727
C25 12.51431 7.26685 7.95380
C26 12.04195 8.69992 8.06542
O9 12.32251 9.38927 6.82568
H64 12.03373 6.56140 8.70938
H65 13.58306 7.11855 8.14149
H66 12.30102 6.91935 7.00025
H67 12.65727 9.18207 8.87654
H68 11.00689 8.75511 8.32748
H69 12.07675 10.33748 6.82725